1.
One molecule with the formula C8H14BCl2O3PS, computed with ωB97M-V/def2-TZVPD.

The geometry in XYZ format:
```
30
Properties=species:S:1:pos:R:3
C -3.16072 -0.16214 1.53541
B -2.35728 0.07624 0.22538
O -2.72440 1.04235 -0.69867
C -1.00207 -0.70028 -0.08996
O -1.02477 -2.04987 0.43186
C 0.25088 -2.49131 0.63966
O 0.47431 -3.57180 1.07411
C 1.21128 -1.36075 0.27229
P 2.88455 -1.50357 0.99884
S 3.88903 -3.11472 0.64038
C 0.28567 -0.15533 0.55069
C 0.72179 1.25461 0.16441
Cl 1.90768 1.81732 1.38098
C 1.16654 1.35472 -1.32166
C 0.17613 2.14542 -2.18258
Cl 2.82266 1.99825 -1.54562
H -3.52750 -1.19383 1.56158
H -4.00557 0.52022 1.62285
H -2.52306 -0.05372 2.41980
H -3.08738 0.73574 -1.53386
H -0.85639 -0.76435 -1.18100
H 1.36306 -1.44784 -0.81338
H 2.64820 -1.18152 2.34448
H 3.46205 -0.33383 0.49053
H 0.09454 -0.16157 1.63068
H -0.12209 1.92804 0.30722
H 1.25710 0.34303 -1.70988
H -0.09773 1.57921 -3.07350
H 0.61713 3.08770 -2.50188
H -0.74366 2.36359 -1.63916
```

**Structure (SMILES)**: CB(O)[C@@H]1OC(=O)[C@H]([PH2]=S)[C@H]1[C@@H](Cl)[C@@H](C)Cl
**Orbital gap**: 8.691 eV

These are the Löwdin partial charges, in e, on atoms 1 to 4: atom 1 (C): 0.021, atom 2 (B): -0.419, atom 3 (O): 0.125, atom 4 (C): -0.163



2.
C58H52CoGeP3Si as an isolated structure, computed with ωB97M-V/def2-TZVPD.

The geometry in XYZ format:
```
116
Properties=species:S:1:pos:R:3
Co 0.02836 0.09146 0.07035
C 5.84803 0.80644 1.24339
C 5.55489 -0.45553 0.75472
C 4.38697 -0.68191 0.03315
C 3.48150 0.34673 -0.20775
C 3.79649 1.61780 0.28796
C 4.96106 1.84846 0.99951
P 1.82818 0.16856 -1.05418
C 2.20354 -1.21634 -2.20912
C 2.43850 -2.47144 -1.63651
C 2.65366 -3.59125 -2.42303
C 2.61594 -3.48766 -3.80763
C 2.35083 -2.25822 -4.38931
C 2.14138 -1.13445 -3.59767
C 2.00158 1.71025 -2.07504
C 2.98985 1.94877 -3.02896
C 3.04688 3.16877 -3.68425
C 2.13659 4.17207 -3.36775
C 1.19749 3.95995 -2.37018
C 1.12217 2.73574 -1.70268
Si 0.02166 2.26982 -0.21967
C -1.72270 2.93719 -0.54453
C -2.20645 4.24210 -0.44670
C -3.54025 4.52450 -0.70364
C -4.40614 3.50073 -1.07282
C -3.93936 2.19924 -1.18200
C -2.60205 1.91553 -0.91264
P -1.79314 0.25076 -1.04614
C -3.29845 -0.79290 -0.80358
C -4.01473 -0.59032 0.37651
C -5.15602 -1.32341 0.65631
C -5.60192 -2.28718 -0.24047
C -4.90195 -2.49514 -1.41832
C -3.76380 -1.74787 -1.70128
C -1.64353 0.14983 -2.88721
C -1.04717 -0.99852 -3.40483
C -0.90554 -1.18027 -4.77202
C -1.31029 -0.18405 -5.64963
C -1.86115 0.98524 -5.14586
C -2.03828 1.14747 -3.77757
C 0.66041 3.16754 1.33818
C 1.09191 4.48891 1.47039
C 1.55875 4.96631 2.68651
C 1.59850 4.12690 3.79525
C 1.17100 2.81279 3.68383
C 0.70477 2.33257 2.46145
P 0.14957 0.60250 2.13555
C 1.30118 -0.33700 3.23288
C 0.90261 -1.39611 4.04464
C 1.83746 -2.14363 4.75013
C 3.18791 -1.84382 4.66032
C 3.59796 -0.78579 3.86003
C 2.66286 -0.04589 3.15315
C -1.39986 0.49373 3.12792
C -1.92103 1.53307 3.89529
C -3.11113 1.36845 4.59447
C -3.78568 0.15678 4.55598
C -3.27839 -0.88367 3.78813
C -2.11119 -0.70583 3.06278
H 6.75825 0.98020 1.80434
H 6.23683 -1.27870 0.93268
H 4.19514 -1.67759 -0.34161
H 3.11361 2.44275 0.12664
H 5.16959 2.84414 1.37243
H 2.41609 -2.56926 -0.55811
H 2.82436 -4.55182 -1.95169
H 2.77189 -4.36353 -4.42570
H 2.28921 -2.16844 -5.46767
H 1.88869 -0.19879 -4.07550
H 3.72620 1.18635 -3.25378
H 3.80388 3.34148 -4.44018
H 2.17630 5.12286 -3.88663
H 0.51049 4.75915 -2.10840
H -1.54205 5.04522 -0.14264
H -3.91103 5.53857 -0.60793
H -5.44968 3.71786 -1.26866
H -4.61984 1.40551 -1.46914
H -3.67792 0.16332 1.07752
H -5.69449 -1.14327 1.57913
H -6.48985 -2.86785 -0.02248
H -5.23998 -3.24207 -2.12677
H -3.24306 -1.91352 -2.63568
H -0.68203 -1.75132 -2.71568
H -0.45300 -2.09031 -5.14554
H -1.18479 -0.31260 -6.71803
H -2.16155 1.77865 -5.81990
H -2.47859 2.06462 -3.40950
H 1.08949 5.14737 0.60701
H 1.90461 5.99009 2.77230
H 1.97304 4.49660 4.74246
H 1.21724 2.15247 4.54322
H -0.14473 -1.64976 4.13361
H 1.50285 -2.96703 5.36983
H 3.91571 -2.43096 5.20727
H 4.64861 -0.53765 3.77096
H 3.00108 0.76943 2.52858
H -1.40712 2.48439 3.94120
H -3.50859 2.19275 5.17460
H -4.70750 0.02810 5.11049
H -3.80554 -1.82856 3.72602
H -1.74466 -1.48951 2.40676
C 0.60259 -4.88448 1.00488
Ge -0.63177 -3.52887 0.24372
C -2.33787 -3.86802 1.19323
C -0.96905 -4.14279 -1.61039
C 0.13155 -1.79093 0.56122
H 0.27235 -5.89953 0.77117
H 0.64621 -4.77618 2.09099
H 1.61606 -4.75431 0.61867
H -2.68048 -4.88864 1.00310
H -3.11561 -3.17568 0.86716
H -2.19866 -3.75207 2.27102
H -0.99336 -5.23601 -1.60708
H -0.18670 -3.83497 -2.30456
H -1.93166 -3.78272 -1.97460
H 0.91906 -2.01283 1.29978
```

**Multiplicity**: 2
**Orbital gap (alpha / beta)**: 5.623 / 6.588 eV
**Energy relative to the best compared isomer or geometry (same formula, charge and spin)**: 0.0 kcal per mole
**Net charge**: -1

These are the Löwdin partial charges, in e, on atoms 1 to 4: atom 1 (Co): -0.482, atom 2 (C): -0.113, atom 3 (C): -0.098, atom 4 (C): -0.074



3.
One molecule with the formula C5H8O in a non-equilibrium geometry, computed with ωB97M-V/def2-TZVPD.

The geometry in XYZ format:
```
14
Properties=species:S:1:pos:R:3
C 1.09512 0.16769 -0.80698
C 1.01121 -0.67406 0.47753
C -0.40451 -0.27422 0.66197
C -0.39053 0.12804 -1.12365
C -1.39226 0.63301 1.21744
O -1.46541 -0.86333 1.23308
H 1.75873 -0.21004 -1.57763
H 1.38885 1.19170 -0.54777
H 1.01773 -1.74595 0.25325
H 1.71123 -0.45455 1.28351
H -0.75064 -0.77003 -1.62074
H -0.72836 0.99040 -1.77019
H -1.38878 1.00648 2.25525
H -1.46237 0.87486 0.06493
```

**Structure (SMILES)**: C1CC2(C1)CO2
**Orbital gap**: 10.174 eV
**Energy relative to the best compared isomer or geometry (same formula, charge and spin)**: 121.2 kcal per mole

These are the Löwdin partial charges, in e, on atoms 1 to 4: atom 1 (C): -0.215, atom 2 (C): -0.102, atom 3 (C): -0.467, atom 4 (C): -0.108



4.
An isolated ion of composition C6H11N2 and charge +1 in a non-equilibrium geometry, computed with ωB97M-V/def2-TZVPD.

The geometry in XYZ format:
```
19
Properties=species:S:1:pos:R:3
C -0.82683 1.91343 0.34556
C -1.71523 1.23281 -0.37712
N -2.33204 0.08433 0.00632
C -1.97327 -1.08249 0.21173
C -0.59884 -1.73851 -0.01454
N 0.43794 -0.83421 -0.40045
C 1.48503 -0.53631 0.28785
C 2.44723 0.47982 -0.12590
H -0.51927 2.89963 0.05200
H -0.46323 1.54261 1.29143
H -2.14764 1.65197 -1.27895
H -2.70686 -1.79111 0.57776
H -0.32379 -2.25030 0.91201
H -0.74450 -2.48684 -0.80042
H 0.29090 -0.35573 -1.28972
H 1.62117 -1.04205 1.23754
H 3.44547 0.25193 0.24316
H 2.15830 1.43642 0.32641
H 2.46547 0.62459 -1.20467
```

**Structure (SMILES)**: C=C/N=C\C/[NH+]=C/C
**Orbital gap**: 7.762 eV
**Energy relative to the best compared isomer or geometry (same formula, charge and spin)**: 58.9 kcal per mole
**Net charge**: +1

These are the Löwdin partial charges, in e, on atoms 1 to 4: atom 1 (C): 0.004, atom 2 (C): -0.241, atom 3 (N): 0.077, atom 4 (C): -0.099



5.
C8H13BN2O3 as an isolated structure in a non-equilibrium geometry, computed with ωB97M-V/def2-TZVPD.

The geometry in XYZ format:
```
27
Properties=species:S:1:pos:R:3
B -0.56957 -0.65474 -0.64455
C -0.65379 -2.30134 -4.36025
C -0.77305 -1.36362 -2.54366
C 0.19436 1.08394 0.55294
C 0.28185 -0.25061 1.39045
C -0.58506 2.23279 1.12901
C 1.55116 1.39415 -0.04414
C -1.11377 -0.34997 2.09601
C 1.47800 -0.49209 2.19191
N 0.03464 -2.08463 -3.15916
N -1.76482 -1.65030 -4.46636
O -1.82195 -1.05423 -3.21734
O -0.61758 0.69017 -0.61290
O 0.15488 -1.22551 0.31689
H -0.23254 -2.66827 -5.24314
H -0.61715 2.93485 0.26521
H -0.19632 2.67557 2.02191
H -1.58730 1.99652 1.31878
H 1.99849 0.51344 -0.46660
H 2.35854 1.69911 0.62828
H 1.58741 2.10091 -0.88757
H -1.36246 -1.42506 2.32830
H -1.73260 -0.02615 1.31798
H -1.37113 0.15403 3.01000
H 1.13810 -1.18050 2.94971
H 2.03183 0.39218 2.52969
H 2.18984 -1.14065 1.59857
```

**Orbital gap**: 10.999 eV
**Energy relative to the best compared isomer or geometry (same formula, charge and spin)**: 25.2 kcal per mole

These are the Löwdin partial charges, in e, on atoms 1 to 4: atom 1 (B): -0.411, atom 2 (C): -0.188, atom 3 (C): -0.261, atom 4 (C): -0.432



6.
One molecule with the formula C3H5ClOS in a non-equilibrium geometry, computed with ωB97M-V/def2-TZVPD.

The geometry in XYZ format:
```
11
Properties=species:S:1:pos:R:3
C -0.95859 0.15332 -0.40936
C -0.41879 -0.63710 0.73436
C 0.87456 1.25517 -0.02819
O -0.19150 1.27392 -0.70013
S 1.32801 -0.14499 0.74905
Cl 1.89280 -1.78237 -0.81263
H -0.83440 -0.38188 -1.42558
H -2.01995 0.31911 -0.45784
H -0.77551 -0.28523 1.67482
H -0.49534 -1.84064 0.67056
H 1.59870 2.07071 0.00495
```

**Orbital gap (alpha / beta)**: 8.076 / 8.077 eV
**Energy relative to the best compared isomer or geometry (same formula, charge and spin)**: 59.4 kcal per mole

These are the Löwdin partial charges, in e, on atoms 1 to 4: atom 1 (C): -0.264, atom 2 (C): -0.400, atom 3 (C): -0.513, atom 4 (O): -0.068



7.
C25H33EuN3O5S as an isolated structure, computed with ωB97M-V/def2-TZVPD.

The geometry in XYZ format:
```
68
Properties=species:S:1:pos:R:3
Eu 0.11443 0.27403 0.06349
C 3.23473 1.38691 0.36160
C 3.32017 0.43497 1.53036
O 2.11303 -0.35297 1.57702
C 1.92736 -0.96363 2.87158
C 0.52579 -1.51658 2.95023
O -0.41427 -0.54112 2.47474
C -0.80476 0.40420 3.48863
C -1.24691 1.66028 2.79105
O -0.25789 2.05498 1.82216
C 0.87940 2.73423 2.37580
C 1.75225 3.14266 1.22030
O 1.94906 2.02729 0.32614
H 3.32379 0.86750 -0.58748
H 4.03452 2.12603 0.41932
H 3.41211 0.97751 2.47494
H 4.19412 -0.21353 1.43187
H 2.10039 -0.20031 3.63483
H 2.65923 -1.76067 3.02168
H 0.29447 -1.79986 3.97841
H 0.39775 -2.39822 2.33225
H 0.04071 0.59687 4.15147
H -1.61989 -0.01070 4.08403
H -1.41316 2.45902 3.51523
H -2.17223 1.50420 2.23500
H 1.40544 2.07316 3.06876
H 0.54550 3.61980 2.92051
H 2.71443 3.51004 1.57886
H 1.27693 3.93155 0.64051
C 0.14553 -4.49772 -0.13424
C -1.14469 -4.86671 -0.48844
C -2.09147 -3.87943 -0.70312
C -1.73903 -2.54674 -0.54181
N -0.49980 -2.19175 -0.16949
C 0.41608 -3.15243 0.00868
C -2.68203 -1.43242 -0.85181
C -4.01708 -1.65351 -1.13741
C -4.81302 -0.57792 -1.49175
C -4.24623 0.67770 -1.60549
C -2.89853 0.83387 -1.32192
N -2.14363 -0.20122 -0.90821
C -2.18228 2.12161 -1.55651
C -2.81406 3.22341 -2.10698
C -2.07095 4.35149 -2.42258
C -0.70509 4.33815 -2.20233
C -0.14721 3.20797 -1.63780
N -0.86037 2.12747 -1.29531
H 0.92090 -5.23325 0.03044
H -1.40816 -5.90921 -0.61136
H -3.08741 -4.15711 -1.01296
H 1.41295 -2.81933 0.27880
H -4.44582 -2.64212 -1.07999
H -5.86409 -0.72321 -1.70368
H -4.85441 1.51145 -1.91956
H -3.87405 3.21635 -2.30857
H -2.55488 5.21775 -2.85433
H -0.07830 5.17884 -2.46451
H 0.91791 3.15354 -1.45831
C 3.46034 -2.07043 -1.96264
S 2.36268 -0.88993 -2.73704
C 1.34307 -1.97718 -3.69381
O 1.43737 -0.38672 -1.60120
H 4.38770 -2.09635 -2.53368
H 3.00405 -3.05802 -1.92512
H 3.65410 -1.69061 -0.96059
H 1.98742 -2.45419 -4.43503
H 0.59916 -1.36495 -4.19940
H 0.88679 -2.71479 -3.03423
```

**Multiplicity**: 7
**Orbital gap (alpha / beta)**: 7.395 / 8.416 eV
**Net charge**: +3

These are the Löwdin partial charges, in e, on atoms 1 to 4: atom 1 (Eu): 2.104, atom 2 (C): -0.139, atom 3 (C): -0.135, atom 4 (O): -0.261



8.
One molecule with the formula C5H9NO in a non-equilibrium geometry, computed with ωB97M-V/def2-TZVPD.

The geometry in XYZ format:
```
16
Properties=species:S:1:pos:R:3
C 1.77590 0.18613 -0.06836
C 0.46386 -0.47941 0.32767
C 0.11009 -1.60029 -0.58717
C -1.48252 1.12101 -0.02654
C -0.68906 0.29765 1.07730
N 2.59897 0.97659 -0.54381
O 1.77513 -0.61075 0.95767
H -0.73933 -1.43494 -1.26875
H -0.18234 -2.49264 0.04399
H 0.78160 -1.89394 -1.36115
H -1.72400 2.14276 0.34891
H -2.33982 0.53394 0.01751
H -1.02520 1.15473 -0.97439
H -1.15549 -0.51459 1.70821
H -0.41324 1.11466 1.69095
H 2.24543 1.49909 -1.34204
```

**Multiplicity**: 3
**Orbital gap (alpha / beta)**: 4.819 / 7.273 eV
**Energy relative to the best compared isomer or geometry (same formula, charge and spin)**: 80.1 kcal per mole

These are the Löwdin partial charges, in e, on atoms 1 to 4: atom 1 (C): -0.511, atom 2 (C): -0.321, atom 3 (C): -0.023, atom 4 (C): -0.071